(1)
A molecular structure, C50H55As2F3N7PmS. Source: the Open Molecules 2025 dataset; level of theory: ωB97M-V/def2-TZVPD.

Cartesian coordinates (Å):
Pm -1.19840 -0.74420 -0.08335
N -3.40020 2.37948 -2.84264
C -2.43017 1.98777 -1.96296
N -2.68163 1.26259 -0.89485
C -3.98078 0.90134 -0.56380
N -4.20348 0.14139 0.49864
N -3.04138 0.00462 1.11899
C -2.72135 -0.87951 2.11550
C -1.38895 -0.81367 2.80206
C -1.16492 -1.62113 3.93090
C 0.09621 -1.77639 4.35724
C 1.12233 -1.01176 3.72078
C 0.86041 -0.20129 2.64953
N -0.37730 -0.11489 2.14593
C -5.00825 1.24963 -1.47335
C -6.29459 0.69375 -1.27655
C -7.29568 0.96205 -2.19851
C -6.99976 1.72177 -3.33298
C -5.74904 2.39506 -3.46364
C -4.75808 2.10817 -2.58153
H -3.02639 2.88423 -3.67357
H -1.42669 2.39427 -2.10332
H -3.42066 -1.62337 2.47952
H -1.99531 -2.16976 4.47915
H 0.38798 -2.48866 5.14275
H 2.16329 -1.12897 4.08651
H 1.63389 0.42412 2.18267
H -6.45819 0.07717 -0.40731
H -8.37233 0.48567 -2.12945
H -7.73057 1.79158 -4.13811
H -5.63233 3.00286 -4.36931
C 4.18496 3.79709 -0.30019
C 4.43183 2.54812 -1.06352
As 4.11569 0.89036 0.05383
C 5.83412 1.04551 1.08111
C 7.04432 1.08206 0.36799
C 8.29778 0.96093 0.98144
C 8.34245 0.74722 2.38085
C 7.14417 0.76877 3.10255
C 5.91348 0.90197 2.48468
C 4.60565 -0.33204 -1.40449
C 4.14681 -0.00659 -2.69912
C 4.57092 -0.72128 -3.78743
C 5.46459 -1.79474 -3.63627
C 5.87569 -2.14519 -2.35452
C 5.42768 -1.45512 -1.24383
As 2.20073 4.07235 -0.05551
C 1.98096 4.20967 1.84033
C 0.72591 3.91595 2.44610
C 0.63782 3.71295 3.78651
C 1.81353 3.71586 4.58371
C 3.02744 4.03792 4.02458
C 3.03761 4.45919 2.68204
C 1.97132 5.96445 -0.58706
C 1.24704 6.88487 0.13737
C 0.89670 8.12264 -0.37084
C 1.27761 8.45513 -1.63869
C 2.00684 7.49737 -2.42139
C 2.37564 6.24962 -1.89850
H 4.50177 4.73051 -0.79996
H 4.65000 3.78781 0.70902
H 5.46204 2.47194 -1.44767
H 3.77196 2.42104 -1.93194
H 7.02893 1.02163 -0.71363
H 9.16882 1.04211 0.34657
H 9.30293 0.47812 2.84915
H 7.14414 0.60789 4.16517
H 4.98443 0.79583 3.00979
H 3.29041 0.66629 -2.77368
H 4.24764 -0.44678 -4.78185
H 5.85331 -2.21737 -4.57138
H 6.55181 -3.01209 -2.23567
H 5.68277 -1.71204 -0.20300
H -0.14161 3.74360 1.78014
H -0.35336 3.61775 4.22669
H 1.82137 3.52551 5.64862
H 3.94115 3.94853 4.60738
H 3.86161 5.04854 2.32004
H 1.00561 6.63779 1.17600
H 0.30782 8.76874 0.32156
H 1.17049 9.43261 -2.07964
H 2.32872 7.83056 -3.37919
H 3.06855 5.55311 -2.45054
F 0.27805 0.49353 -3.42729
C -0.37671 -0.57290 -2.87341
F 0.60881 -1.59726 -2.70181
F -1.19449 -1.06594 -3.94080
C -3.58799 -6.89001 3.42569
C -3.64496 -5.52818 2.72268
C -2.31740 -4.96629 2.31850
C -1.70381 -5.78951 1.14958
N -2.00327 -5.25943 -0.17299
C -1.41542 -4.17640 -0.70944
S -0.11600 -3.39412 0.03716
N -1.83602 -3.70762 -1.93331
C -3.07941 -4.08476 -2.59702
C -4.30857 -3.33977 -1.99092
C -5.70430 -3.83136 -2.50696
C -6.37624 -4.98905 -1.77217
H -4.38485 -6.98796 4.17298
H -2.61546 -6.96513 3.96965
H -3.61415 -7.73348 2.77694
H -4.22080 -4.78521 3.35374
H -4.27255 -5.56709 1.80556
H -1.60081 -5.04423 3.15313
H -2.40785 -3.90952 1.92413
H -2.07293 -6.84099 1.17507
H -0.57117 -5.83569 1.31896
H -2.93117 -5.59322 -0.49339
H -1.22682 -3.00096 -2.35972
H -3.15374 -5.19969 -2.54457
H -2.92554 -3.89958 -3.64534
H -4.16223 -2.27105 -2.32673
H -4.23805 -3.37850 -0.87689
H -5.62963 -4.09141 -3.55483
H -6.35125 -2.93129 -2.58054
H -5.81295 -5.93368 -1.82451
H -7.31068 -5.23225 -2.24745
H -6.47791 -4.72064 -0.72239

Atomic forces in eV per Å
Pm 1.540 0.731 -2.220
N 1.832 0.533 0.889
C -1.822 0.614 -0.528
N 0.339 -0.119 -0.089
C 1.233 0.423 -1.502
N -0.046 -0.516 0.480
N 2.083 -2.615 3.737
C -1.461 2.168 -1.364
C 0.280 0.238 -1.432
C -2.803 -0.398 -0.071
C 3.226 0.526 0.023
C 0.646 -1.381 1.510
C 0.105 0.676 -0.136
N -1.778 -1.248 0.621
C -1.415 0.029 0.038
C -0.181 0.836 -0.476
C -1.837 -1.355 -0.167
C 0.996 0.913 0.284
C -2.428 -0.559 -1.597
C 1.561 -1.299 0.467
H -1.031 -0.386 0.837
H -0.142 -0.498 -0.351
H -0.290 0.175 0.180
H 0.924 0.851 -1.120
H -0.333 0.533 -0.285
H -0.834 0.241 -0.346
H -0.272 -0.399 0.064
H -0.068 -0.042 0.032
H 2.486 0.979 0.053
H 0.152 0.262 0.289
H 0.370 -0.236 0.508
C -0.690 1.424 1.104
C 0.190 -1.269 -0.475
As 0.625 0.709 0.112
C 0.528 -0.708 -0.057
C 0.000 -0.419 0.153
C -1.059 0.094 0.997
C 0.138 0.069 -0.961
C 0.391 -0.237 -0.015
C -0.194 0.099 -1.771
C 0.190 -0.129 -0.509
C -0.842 -0.299 1.320
C 0.571 -0.688 -0.419
C -0.085 1.110 -0.331
C 0.575 -1.346 -0.467
C -0.464 1.020 0.888
As -0.042 0.452 -0.539
C -1.143 0.110 1.024
C 0.637 -0.718 -2.007
C 0.118 0.294 1.565
C -0.509 -0.165 -0.150
C -0.317 0.338 -0.582
C 0.675 -0.135 0.554
C 0.398 -1.050 -0.706
C 0.031 -0.707 0.971
C -0.818 0.497 1.325
C 1.247 -1.112 -1.491
C -0.268 0.359 1.477
C 0.259 0.720 -0.386
H 0.129 -0.550 0.067
H -0.146 -0.027 -0.676
H -0.294 0.023 0.228
H 0.120 0.326 0.256
H -0.072 0.399 -0.090
H 0.199 -0.295 0.235
H -0.627 0.472 -0.070
H 0.201 -0.063 0.304
H -0.210 0.129 0.559
H 0.561 0.231 -0.325
H -0.156 -0.028 -0.023
H -0.079 -0.296 0.748
H -0.424 0.612 0.020
H 0.294 -0.133 -0.735
H 0.409 0.272 0.516
H 0.279 -0.237 0.145
H -0.456 -0.223 0.004
H -0.148 0.508 -0.073
H 0.678 -0.479 -0.250
H -0.144 0.105 -0.339
H 0.659 -0.203 -0.924
H -0.439 0.139 0.099
H 0.269 -0.043 -0.693
H -1.061 0.782 0.412
F -0.250 -0.688 0.274
C -0.471 -0.667 0.526
F -0.748 0.932 -0.508
F 0.879 0.384 1.186
C 0.851 0.837 1.163
C -1.996 0.802 0.129
C 0.736 0.216 -0.963
C 1.853 -0.502 1.148
N -1.049 0.228 -0.150
C -1.335 -0.445 -1.626
S 0.513 0.578 0.702
N 0.396 0.251 1.422
C -0.204 -1.220 0.760
C 0.217 0.223 -0.695
C 0.354 0.839 -0.261
C 0.996 0.102 0.124
H 0.177 -0.052 -0.304
H -0.686 0.026 -0.170
H -0.184 -0.590 -0.668
H 0.776 -0.753 -0.382
H 0.130 -0.229 0.356
H -0.270 0.471 -0.204
H 0.207 -0.898 0.773
H 0.276 0.776 -0.082
H -1.598 0.031 -0.643
H 1.145 0.568 -0.333
H -0.248 -0.495 0.079
H -0.233 0.730 0.095
H -0.219 0.378 -0.424
H -0.242 -0.831 0.545
H -0.163 0.036 -0.622
H 0.407 -0.212 -0.397
H 0.085 -0.569 0.562
H 0.192 0.369 0.006
H -0.586 0.153 0.137
H -0.426 -0.187 0.096

- Gap between HOMO and LUMO (alpha / beta): 4.2 / 4.2 eV
- Charge: +2
- Relative energy (zero: lowest compared OMol25 entry of this formula, charge and spin): 98.1 kJ/mol
- LUMO energy (alpha / beta): -7.37 / -7.36 eV
- E_tot: -220376.429 eV
- Spin multiplicity: 5
- Highest occupied orbital energy (alpha / beta): -11.5892 / -11.5894 eV

Atomic partial charges in e from the Mulliken method, atoms 1 to 2:
1. Pm 1.07
2. N 0.08

---

(2)
A molecular structure, C4H12NS2. Source: the Open Molecules 2025 dataset; level of theory: ωB97M-V/def2-TZVPD.

Cartesian coordinates (Å):
N 3.19218 -1.22426 0.70404
C 3.35542 0.20008 0.43207
C 1.86363 0.79149 0.34472
S 1.08112 0.10508 -1.09168
S -1.50658 -0.25280 0.73376
C -2.65353 -0.24234 -0.71970
C -4.01697 0.21408 -0.26620
H -0.47671 -0.17886 -0.29001
H 2.40979 -1.72881 0.23506
H 4.06685 -1.66488 0.61874
H 3.82635 0.76439 1.28083
H 3.65342 0.57259 -0.57718
H 1.25710 0.51222 1.29257
H 1.84483 1.84628 0.29023
H -2.59030 -1.26491 -1.12786
H -2.22605 0.45108 -1.49583
H -3.90991 1.20552 0.26955
H -4.67523 0.33667 -1.16149
H -4.49541 -0.44264 0.52838

Atomic forces in eV per Å
N -0.591 0.824 0.085
C -3.357 1.236 -0.015
C 0.181 -1.633 2.166
S -0.290 -0.082 -0.496
S 0.304 0.121 -1.332
C 0.795 -0.067 -0.101
C -0.937 0.634 0.820
H -0.119 -0.088 1.085
H 1.221 0.974 0.197
H 0.830 -1.098 -0.216
H 0.019 -0.761 -0.931
H 1.110 -0.799 0.634
H 0.947 0.210 -1.505
H 0.194 1.190 -0.101
H -0.482 0.457 0.065
H -0.453 -0.549 0.837
H -0.159 -0.867 -0.860
H 0.235 -0.129 0.923
H 0.552 0.426 -1.255

- Gap between HOMO and LUMO (alpha / beta): 9.8 / 6.3 eV
- Charge: 0
- Relative energy (zero: lowest compared OMol25 entry of this formula, charge and spin): 107.9 kJ/mol
- LUMO energy (alpha / beta): 0.86 / -2.39 eV
- E_tot: -27500.654 eV
- Spin multiplicity: 2
- Highest occupied orbital energy (alpha / beta): -8.9013 / -8.7090 eV

Atomic partial charges in e from the Mulliken method, atoms 1 to 2:
1. N -0.48
2. C -0.23

---

(3)
A molecular structure, C26H50HfIO18S6. Source: the Open Molecules 2025 dataset; level of theory: ωB97M-V/def2-TZVPD.

Cartesian coordinates (Å):
Hf 1.49527 0.20455 -0.13738
O 2.04969 -1.63985 3.07994
C 0.91943 -1.53396 2.40130
O 0.03274 -2.29232 2.77823
O 0.85577 -0.70612 1.43875
H 2.88982 -1.17951 2.83704
O -1.69841 -0.56083 -2.10336
C -0.64594 -0.38440 -1.36630
O -0.45786 0.74096 -0.64907
O 0.44211 -1.06105 -1.47342
H -2.40643 0.15270 -2.11118
I 4.13715 0.76372 1.23740
C 2.83626 5.46250 -0.62406
C 2.67142 5.46258 -2.19832
C 2.39502 4.03035 -2.64497
S 1.38639 3.43576 -1.33786
O 1.53023 1.99208 -1.33071
O 0.06017 3.95422 -1.43780
C 2.29617 4.17142 -0.07276
H 2.41331 6.35079 -0.16848
H 3.94394 5.52385 -0.38799
H 3.63205 5.72828 -2.64907
H 1.90600 6.17985 -2.53079
H 3.21830 3.26768 -2.64624
H 1.91016 3.88486 -3.58219
H 2.95222 3.40324 0.35817
H 1.53004 4.35854 0.66617
C 1.53147 -5.38425 0.73440
C 2.82857 -4.86081 1.36471
C 3.53326 -4.16356 0.18490
S 2.25424 -3.32946 -0.63195
O 2.21641 -3.42853 -2.06473
O 2.38064 -1.99526 -0.00858
C 0.89557 -4.26200 -0.03590
H 0.83892 -5.69550 1.49312
H 1.79181 -6.15132 0.10522
H 3.47636 -5.57423 1.84613
H 2.58918 -4.17073 2.16091
H 4.05175 -4.88818 -0.43612
H 4.23140 -3.39618 0.51224
H 0.37747 -4.68132 -0.90919
H 0.30140 -3.63403 0.67252
C -2.28091 1.94845 2.97369
C -1.35615 0.93255 3.66061
C 0.06262 1.48208 3.64779
S 0.18372 2.44543 2.21300
O 1.27478 1.84326 1.33918
O 0.31122 3.83368 2.47437
C -1.51963 2.24097 1.69954
H -2.38893 2.85467 3.53268
H -3.26812 1.52165 2.72313
H -1.35943 -0.02562 3.08890
H -1.71197 0.63744 4.61938
H 0.91814 0.78815 3.75236
H 0.11133 2.18520 4.45819
H -1.41524 1.36345 1.06837
H -1.80673 3.18329 1.24585
C 5.34349 -2.03575 -2.24768
C 4.64638 -2.60657 -3.46927
C 3.58335 -1.59479 -3.93236
S 3.84728 -0.10398 -2.88920
O 3.15388 -0.17685 -1.62060
O 3.71040 1.05796 -3.72224
C 5.47854 -0.54816 -2.43186
H 6.33072 -2.49215 -2.15089
H 4.73680 -2.24762 -1.35485
H 4.21787 -3.59263 -3.35862
H 5.32194 -2.51366 -4.31249
H 2.62841 -1.87276 -3.60983
H 3.63478 -1.36577 -5.00714
H 5.82050 -0.11575 -1.49335
H 6.08711 -0.33745 -3.30526
C -3.47997 -3.86444 2.56051
C -3.47846 -3.88845 1.08553
C -4.46659 -2.80584 0.67082
S -4.01009 -1.42229 1.63686
O -5.02724 -0.41631 1.90420
O -2.80983 -0.85045 1.10534
C -3.76120 -2.42057 3.09052
H -2.44808 -4.13101 2.88947
H -4.30253 -4.51397 2.96433
H -3.82617 -4.83816 0.68317
H -2.57724 -3.60614 0.57408
H -5.54290 -3.07231 0.87335
H -4.37837 -2.51147 -0.39572
H -4.65334 -2.34134 3.72022
H -2.90427 -1.94370 3.64058
C -5.67989 3.31992 -0.14615
C -4.44991 4.01334 -0.79746
C -3.48199 2.92863 -1.34080
S -4.58174 1.72822 -1.94479
O -3.94789 0.39390 -1.97929
O -5.18357 2.18268 -3.20796
C -5.93541 1.94999 -0.74672
H -6.53219 4.06566 -0.10149
H -5.38753 3.15462 0.87083
H -3.94791 4.62971 -0.04357
H -4.80835 4.67034 -1.55257
H -2.91222 2.49550 -0.50593
H -2.78209 3.29121 -2.13093
H -5.78635 1.14965 0.04450
H -6.80635 1.86981 -1.34505

Atomic forces in eV per Å
Hf 2.516 -0.178 -0.432
O 1.865 0.045 0.942
C -0.594 -2.207 1.419
O -0.153 0.736 -0.816
O -1.049 0.413 0.729
H -1.154 0.238 -0.607
O 1.736 -0.832 0.567
C 0.820 3.480 -0.583
O -2.138 -2.443 -0.881
O -1.938 -0.682 -0.326
H -0.142 -0.448 0.660
I 0.122 -0.171 0.032
C 2.268 0.351 -0.856
C 0.974 0.118 0.110
C 0.410 -0.851 0.618
S 0.193 0.771 -1.647
O 0.670 -1.013 -0.157
O -0.725 0.149 0.335
C -0.706 -0.211 1.540
H -0.338 -0.096 -0.022
H -1.246 -0.144 -0.276
H -0.281 0.376 0.045
H 0.195 -0.487 0.077
H -0.103 1.147 0.092
H -0.612 0.161 -0.700
H 0.283 0.449 -0.295
H -0.005 0.123 0.491
C 0.302 1.112 2.163
C -0.260 0.599 -0.325
C 1.189 -0.685 1.147
S -0.371 1.474 -0.435
O 0.545 0.036 -0.068
O -0.274 -0.696 -0.422
C -0.932 0.267 0.649
H -0.255 -0.547 0.294
H 0.304 -2.140 -1.529
H 0.084 -0.650 -0.212
H -0.107 0.607 0.076
H -0.155 -0.057 -0.301
H 0.087 -0.043 -0.086
H -0.206 0.733 0.329
H 0.153 -0.317 -0.869
C 0.498 -1.077 -0.537
C -0.386 -1.595 -1.163
C 0.399 -0.605 1.451
S 0.197 -0.927 -1.317
O -2.368 1.326 0.854
O 0.941 1.458 0.465
C 0.681 -0.303 -0.399
H -0.197 0.508 0.557
H 0.432 0.148 0.222
H -0.138 0.690 0.049
H 0.051 0.125 1.062
H -0.647 0.203 -0.224
H 0.404 0.575 0.421
H -0.939 0.046 -0.461
H 0.153 -0.136 -0.557
C -0.007 -1.153 0.360
C -0.129 1.313 -1.196
C 0.460 0.688 0.836
S 1.072 -0.443 -2.055
O -1.386 0.057 0.090
O -0.103 0.438 0.477
C 0.448 -0.139 0.158
H -0.108 0.032 0.281
H 0.440 0.172 -0.094
H 0.183 -0.127 0.000
H 0.637 -0.905 0.031
H -1.703 -0.655 0.005
H -0.142 0.313 0.637
H -0.113 0.608 -0.267
H 0.379 0.268 0.047
C 0.843 0.097 2.461
C -1.501 0.493 -1.854
C -1.681 -0.126 -1.838
S -1.232 1.246 1.042
O -0.273 -0.727 -0.251
O 1.367 -0.290 -0.333
C 1.191 0.350 0.501
H -1.059 -0.331 0.307
H 1.147 0.303 -0.275
H 0.179 -0.092 0.009
H 0.907 -0.165 0.271
H 1.033 0.330 -0.004
H -0.129 -0.146 0.559
H 0.134 -0.007 -0.292
H -0.677 -0.646 -0.478
C 0.022 1.379 0.397
C 0.220 -0.381 0.508
C 0.471 1.330 0.592
S -1.681 -0.567 -2.650
O -0.672 1.192 0.499
O 1.082 -0.345 1.361
C 1.868 -1.162 1.255
H 0.743 -1.244 -0.351
H -0.084 -0.109 0.778
H -0.016 -0.111 -0.204
H 0.041 0.427 -0.943
H -0.109 -0.065 -0.393
H -0.632 -0.433 0.524
H -0.640 0.758 -1.034
H -0.845 -0.347 -0.365

- Gap between HOMO and LUMO: 9.2 eV
- Charge: +1
- LUMO energy: -1.55 eV
- E_tot: -139046.397 eV
- Highest occupied orbital energy: -10.7266 eV

Atomic partial charges in e from the Mulliken method, atoms 1 to 2:
1. Hf 0.33
2. O -0.65